Molecular formula: C26H66N2O20P4
Method: DFT, wB97M-V/def2-TZVPD

Structure (XYZ):
```
118
Properties=species:S:1:pos:R:3:forces:R:3
C -5.024 6.563 -3.684 -1.28 0.47 -0.94
C -4.556 5.334 -3.032 0.97 -0.43 1.77
O -4.869 4.213 -3.854 -0.80 -2.06 -0.76
P -5.135 2.688 -3.352 0.56 0.33 0.51
O -4.838 2.564 -1.894 -0.42 -0.32 -1.70
O -4.261 1.726 -4.363 -0.88 1.03 0.48
C -2.789 1.654 -4.316 -0.30 0.54 1.50
C -2.308 0.400 -5.014 -0.81 0.50 -0.38
O -6.684 2.364 -3.796 3.10 3.12 -0.63
C -7.332 1.226 -3.440 -2.30 -2.86 0.08
C -8.901 1.410 -3.526 1.91 0.68 0.02
H -5.054 7.483 -3.101 0.90 -0.17 0.23
H -4.434 6.629 -4.598 -0.42 0.67 -0.17
H -6.088 6.445 -3.888 -0.05 -0.16 -0.60
H -3.470 5.391 -2.959 0.13 -0.26 0.21
H -4.946 5.216 -2.021 -0.11 -0.26 -0.05
H -2.355 2.578 -4.697 -0.22 -0.05 -0.50
H -2.557 1.673 -3.251 0.27 -0.29 0.09
H -1.227 0.339 -5.141 -0.03 0.19 0.35
H -2.692 -0.480 -4.498 0.10 -0.02 -0.13
H -2.733 0.467 -6.015 -0.01 -0.43 -0.13
H -7.095 0.417 -4.131 0.39 -0.15 -0.04
H -7.028 0.920 -2.439 -0.22 -0.08 0.16
H -9.029 2.310 -2.924 -0.91 -0.27 0.27
H -9.244 1.639 -4.536 0.33 0.04 -0.11
H -9.430 0.507 -3.224 0.11 0.26 0.49
C 0.985 12.276 4.242 1.81 -0.98 0.46
C 0.366 11.942 2.945 -2.41 0.13 -1.09
O 0.489 10.585 2.402 1.49 -0.08 0.13
P 1.916 9.968 1.925 -0.05 0.99 0.70
O 2.684 10.791 0.975 -0.29 -0.65 0.65
O 2.621 9.717 3.377 -0.89 0.11 -1.40
C 4.018 9.459 3.521 0.35 0.37 1.27
C 4.440 8.128 3.045 -0.13 -1.00 -1.53
O 1.555 8.524 1.364 -0.26 0.77 0.08
C 0.760 7.636 2.146 0.61 -2.16 0.60
C 1.239 6.152 1.866 -0.96 0.46 0.30
H 0.688 11.611 5.053 -0.51 0.28 0.06
H 2.047 12.046 4.152 0.30 0.45 0.12
H 0.873 13.336 4.470 -0.20 -0.17 0.07
H -0.714 12.034 3.056 -0.21 -0.29 0.11
H 0.527 12.720 2.199 0.88 -0.41 -0.36
H 4.626 10.218 3.030 -0.22 0.30 0.19
H 4.127 9.458 4.606 0.33 0.58 0.02
H 5.507 7.923 3.122 0.00 0.24 0.48
H 3.866 7.319 3.496 0.06 0.00 0.03
H 4.266 8.131 1.969 -0.15 -0.44 -0.21
H 0.872 7.858 3.207 0.21 0.04 0.05
H -0.307 7.743 1.949 0.12 0.10 -0.49
H 1.049 5.872 0.830 0.42 0.25 -0.12
H 2.241 5.875 2.196 0.30 0.75 -0.41
H 0.662 5.414 2.423 -0.60 0.35 0.26
C 4.230 -0.620 7.985 0.22 0.03 -0.36
C 5.217 -0.336 9.119 -0.79 -0.16 -1.18
O 4.814 -1.164 10.212 1.84 -0.98 1.12
P 5.972 -1.882 11.175 -1.44 0.55 -0.15
O 7.252 -2.266 10.536 -1.22 0.27 0.25
O 6.115 -0.816 12.355 -1.77 -0.75 -0.45
C 7.225 0.071 12.429 2.08 -2.14 -0.31
C 6.919 1.490 12.730 -1.04 0.11 0.53
O 5.071 -3.072 11.847 1.67 0.87 -0.47
C 5.146 -4.328 11.133 -1.12 -0.01 -1.55
C 4.389 -4.224 9.822 -0.34 0.13 -1.06
H 4.195 -1.641 7.605 0.01 -0.27 0.65
H 3.253 -0.301 8.348 -0.13 -0.19 -0.33
H 4.490 -0.083 7.073 -0.01 0.58 0.19
H 6.249 -0.488 8.803 0.06 -0.18 0.28
H 5.041 0.717 9.337 0.38 0.06 0.56
H 7.832 -0.501 13.131 0.53 0.93 0.54
H 7.795 -0.054 11.509 -0.08 0.40 -0.27
H 7.680 2.154 12.318 -0.21 -0.01 0.00
H 5.927 1.660 12.312 0.12 0.50 -0.39
H 6.783 1.684 13.793 0.27 -0.04 0.07
H 6.130 -4.626 10.771 0.48 0.40 0.93
H 4.700 -5.146 11.699 0.20 0.47 0.61
H 3.317 -4.027 9.803 -0.14 -0.34 0.80
H 4.735 -3.406 9.191 0.56 -0.10 0.10
H 4.581 -5.144 9.270 -0.14 -0.10 -0.10
C -0.455 -9.103 -7.056 0.54 -0.25 -0.81
C -0.436 -8.063 -8.156 -1.50 0.55 1.10
O -0.658 -8.615 -9.439 2.22 -0.84 -3.03
P 0.614 -8.789 -10.500 0.65 0.14 0.07
O 1.933 -9.082 -9.848 -1.97 0.39 -0.78
O 0.122 -9.966 -11.556 1.13 1.76 1.18
C 0.562 -11.310 -11.291 -0.85 -1.41 1.04
C -0.536 -12.005 -10.428 1.18 -0.03 -1.20
O 0.625 -7.394 -11.392 -1.00 -1.82 1.34
C 1.601 -7.155 -12.428 0.87 -1.29 0.77
C 0.966 -6.756 -13.700 -0.83 0.28 -0.75
H 0.419 -9.724 -7.251 -0.01 -0.33 0.64
H -0.439 -8.610 -6.084 0.27 -0.10 -0.02
H -1.368 -9.695 -7.121 0.07 -0.07 -0.04
H -1.380 -7.535 -8.016 0.36 0.90 0.08
H 0.439 -7.416 -8.090 -0.09 -0.01 -0.21
H 0.741 -11.850 -12.221 -0.67 0.40 -0.41
H 1.525 -11.464 -10.805 0.08 1.12 0.36
H -0.230 -13.043 -10.302 -0.09 -0.11 0.13
H -0.607 -11.543 -9.443 -0.26 0.09 -0.19
H -1.453 -11.994 -11.018 -0.22 0.13 0.47
H 2.361 -6.489 -12.019 -0.27 0.36 -0.11
H 2.137 -8.079 -12.642 0.09 -0.24 0.23
H 0.259 -7.519 -14.027 -0.03 -0.16 0.15
H 0.392 -5.831 -13.644 0.27 0.17 -0.02
H 1.726 -6.722 -14.480 0.04 0.36 0.01
C -1.585 -3.283 0.140 -0.66 -1.30 0.41
N -0.417 -3.034 1.009 2.15 2.17 -1.11
O -0.175 -3.855 1.889 -0.04 1.62 -1.13
O 0.289 -2.017 0.657 -1.78 -3.15 1.73
H -2.127 -2.400 -0.198 0.47 0.02 0.35
H -2.180 -3.972 0.739 -0.42 0.32 -0.16
H -1.247 -3.883 -0.705 0.27 0.31 -0.07
C -9.727 -2.767 2.984 0.02 1.35 -0.11
N -8.344 -3.028 2.475 -0.05 -0.20 -0.68
O -8.237 -3.557 1.384 -0.24 -0.12 0.26
O -7.412 -2.624 3.127 0.11 -0.02 0.49
H -9.634 -1.806 3.490 -0.03 -0.22 0.29
H -10.100 -3.517 3.681 0.28 -0.14 -0.41
H -10.344 -2.568 2.108 -0.09 -0.65 0.15
```
Positions in Å, forces in eV/Å.

Relative energy (zero: lowest compared OMol25 entry of this formula, charge and spin)   168.4 kJ/mol
Gap between HOMO and LUMO   10.28 eV
SMILES string   CCOP(=O)(OCC)OCC.CCOP(=O)(OCC)OCC.CCOP(=O)(OCC)OCC.CCOP(=O)(OCC)OCC.C[N+](=O)[O-].C[N+](=O)[O-]
Highest occupied orbital energy   -10.4 eV

Atom charges from the Löwdin analysis, given in e for atoms 1 to 99:
1 C -0.086
2 C -0.307
3 O -0.188
4 P 0.535
5 O -0.259
6 O -0.208
7 C -0.251
8 C -0.070
9 O -0.181
10 C -0.328
11 C -0.049
12 H 0.086
13 H 0.086
14 H 0.083
15 H 0.120
16 H 0.119
17 H 0.115
18 H 0.108
19 H 0.080
20 H 0.079
21 H 0.078
22 H 0.113
23 H 0.114
24 H 0.071
25 H 0.068
26 H 0.071
27 C -0.087
28 C -0.266
29 O -0.182
30 P 0.440
31 O -0.229
32 O -0.209
33 C -0.288
34 C -0.088
35 O -0.178
36 C -0.244
37 C -0.054
38 H 0.087
39 H 0.067
40 H 0.090
41 H 0.113
42 H 0.121
43 H 0.124
44 H 0.121
45 H 0.087
46 H 0.079
47 H 0.080
48 H 0.105
49 H 0.116
50 H 0.072
51 H 0.060
52 H 0.067
53 C -0.078
54 C -0.280
55 O -0.211
56 P 0.505
57 O -0.235
58 O -0.184
59 C -0.297
60 C -0.062
61 O -0.170
62 C -0.259
63 C -0.097
64 H 0.069
65 H 0.080
66 H 0.074
67 H 0.114
68 H 0.112
69 H 0.126
70 H 0.106
71 H 0.084
72 H 0.083
73 H 0.078
74 H 0.109
75 H 0.120
76 H 0.084
77 H 0.049
78 H 0.082
79 C -0.076
80 C -0.309
81 O -0.199
82 P 0.572
83 O -0.263
84 O -0.198
85 C -0.273
86 C -0.061
87 O -0.201
88 C -0.292
89 C -0.084
90 H 0.076
91 H 0.080
92 H 0.078
93 H 0.116
94 H 0.122
95 H 0.112
96 H 0.104
97 H 0.072
98 H 0.064
99 H 0.076

---

Molecular formula: C26H67N18O25S4
Method: DFT, wB97M-V/def2-TZVPD

Structure (XYZ):
```
140
Properties=species:S:1:pos:R:3:forces:R:3
C 0.160 1.891 0.148 0.58 0.50 -0.89
C 0.310 0.968 1.333 0.37 1.33 1.00
N 0.209 -0.367 0.872 2.26 -5.18 -1.29
C -0.924 -1.001 0.460 -0.15 -1.77 -1.49
C -0.607 -2.255 -0.112 -0.51 1.72 1.36
N 0.731 -2.461 0.050 0.88 4.36 1.06
C 1.252 -1.269 0.625 -1.91 -1.51 -0.67
C 1.505 -3.621 -0.351 -0.25 -0.82 -0.65
H 0.156 2.956 0.377 -0.46 -0.19 0.44
H -0.680 1.600 -0.483 -0.38 0.16 0.42
H 0.990 1.835 -0.556 0.30 -0.41 0.41
H -0.443 1.142 2.102 -0.35 -0.15 -0.27
H 1.226 1.072 1.915 0.31 0.10 -0.54
H -1.908 -0.564 0.540 0.46 0.04 -0.12
H -1.225 -2.967 -0.635 -0.01 0.08 0.32
H 2.312 -1.214 0.826 -0.12 0.62 0.21
H 1.046 -4.098 -1.217 -0.63 0.20 0.15
H 1.495 -4.349 0.460 0.38 0.19 -0.03
H 2.498 -3.426 -0.753 0.03 0.61 0.77
C -2.929 2.068 -1.971 -0.03 3.72 1.20
O -2.772 0.957 -1.556 0.86 -2.56 1.46
N -3.551 2.323 -3.086 -1.28 -0.83 -3.48
N -2.597 3.236 -1.366 0.82 -1.13 1.48
H -3.453 1.496 -3.659 -0.60 0.50 -0.89
H -3.486 3.255 -3.466 -0.10 -0.44 -0.45
H -2.841 4.129 -1.765 0.13 -0.13 0.55
H -2.338 3.090 -0.401 0.10 1.12 0.10
C -4.278 -1.433 0.626 -0.16 1.33 -1.50
O -3.542 -0.837 1.406 -0.20 -0.11 0.08
N -4.887 -2.558 0.814 -1.15 -3.54 2.56
N -4.594 -1.039 -0.608 0.81 2.35 -1.31
H -5.572 -2.819 0.122 -0.07 -0.38 0.77
H -4.949 -2.870 1.772 -0.19 -0.49 -0.28
H -5.230 -1.563 -1.189 0.18 0.52 0.08
H -4.238 -0.132 -0.878 0.03 -0.10 -0.65
C -3.234 1.745 3.447 0.22 0.73 0.94
O -3.201 2.649 4.268 0.28 1.81 0.97
N -3.625 0.557 3.709 -1.71 -4.11 2.20
N -2.846 1.834 2.215 1.66 2.09 -3.73
H -3.756 0.315 4.679 -0.27 -0.18 -0.34
H -3.651 -0.094 2.933 -0.13 -0.46 0.76
H -2.847 1.062 1.566 -0.17 0.15 0.21
H -2.427 2.721 1.974 0.00 0.16 -0.61
C -0.485 -6.302 0.517 -5.24 1.05 -1.85
O -1.591 -5.908 0.860 -1.16 0.85 0.33
N 0.440 -6.512 1.332 4.67 -1.10 4.28
N -0.232 -6.548 -0.740 0.95 -0.69 -4.09
H 0.118 -6.463 2.288 0.74 -0.24 0.13
H 1.252 -7.018 1.013 0.09 0.09 0.82
H 0.595 -7.043 -1.039 -0.19 0.14 -0.03
H -0.953 -6.407 -1.430 0.10 -0.11 0.32
C 2.945 4.699 -1.750 0.78 1.03 -0.54
O 2.052 4.014 -1.379 -3.31 -3.31 0.48
N 3.304 4.903 -3.024 0.19 -0.21 -0.96
N 3.645 5.419 -0.927 2.45 2.30 1.44
H 3.907 5.707 -3.111 -0.25 -0.38 -1.35
H 2.743 4.466 -3.739 0.38 0.50 -0.19
H 4.283 6.031 -1.411 0.29 0.22 1.17
H 3.480 5.524 0.062 -0.12 -0.25 -0.27
C -0.527 6.392 -1.135 1.85 -0.18 1.35
O -1.090 7.334 -0.684 -3.29 3.47 0.86
N -0.224 5.362 -0.379 0.32 -1.82 0.60
N 0.130 6.380 -2.274 0.63 -0.20 -2.82
H 0.334 4.660 -0.842 -0.35 -0.54 0.85
H -0.828 5.226 0.424 0.27 -0.84 0.14
H 0.892 5.725 -2.189 0.23 0.50 -1.30
H 0.081 7.208 -2.847 0.56 -0.26 0.06
C 3.306 0.529 -1.346 3.92 -0.43 2.83
O 3.517 0.791 -0.164 -1.51 0.25 0.35
N 2.816 1.262 -2.274 -2.99 2.90 -2.27
N 3.962 -0.485 -1.896 1.51 -3.98 -0.96
H 2.429 2.154 -2.003 -0.29 0.21 -0.50
H 2.870 0.890 -3.209 -0.41 0.83 0.07
H 3.994 -0.627 -2.894 0.03 0.03 0.24
H 4.726 -0.911 -1.392 -0.31 0.07 0.21
C -2.826 5.293 1.891 2.80 0.91 0.60
O -1.982 4.483 1.453 -0.73 -1.23 -0.35
N -3.743 5.013 2.770 -2.23 -0.94 1.18
N -2.584 6.580 1.701 -0.29 2.21 -0.49
H -4.309 5.741 3.178 0.14 -0.16 -0.15
H -3.655 4.145 3.285 -0.11 -0.39 0.30
H -1.904 6.896 1.023 -0.03 0.07 -0.43
H -3.093 7.300 2.193 -0.03 -0.22 -0.19
C 0.186 3.757 3.705 -0.43 1.22 -1.63
C 0.680 4.906 4.551 -0.43 -0.37 1.41
O 2.099 4.851 4.462 1.77 -1.09 -1.40
S 2.635 3.252 4.283 0.25 -0.33 2.39
O 2.909 2.736 5.664 -0.91 1.40 -3.97
O 3.667 3.060 3.251 -3.06 0.96 2.18
O 1.106 2.739 3.823 3.62 -2.49 1.82
H 0.342 3.894 2.634 -1.16 1.49 -0.17
H -0.829 3.411 3.902 0.09 -0.04 0.29
H 0.510 4.822 5.625 -0.58 -0.75 0.08
H 0.206 5.869 4.360 0.74 0.14 -0.94
C 1.750 -0.561 6.749 1.35 1.24 1.66
C 0.818 0.115 5.822 -2.68 1.03 -0.36
O 1.086 -0.305 4.505 1.41 -1.54 -1.68
S 2.593 -0.954 4.429 0.98 -0.96 1.11
O 3.591 0.104 4.380 -1.84 -1.77 -0.48
O 2.669 -2.139 3.553 -0.61 3.08 1.90
O 2.527 -1.475 6.023 0.40 -0.23 -2.25
H 1.323 -1.061 7.618 -0.29 -0.22 -0.41
H 2.332 0.274 7.142 0.77 -0.38 0.23
H 0.818 1.204 5.767 0.62 -0.02 0.62
H -0.209 -0.135 6.089 -0.17 -0.32 -0.50
C -4.212 -4.952 -2.489 1.79 2.45 -1.33
C -3.521 -3.577 -2.866 -0.36 -0.82 1.18
O -3.555 -3.469 -4.304 -0.28 -1.47 -0.75
S -4.483 -4.703 -4.973 -0.83 0.35 0.39
O -3.717 -5.893 -5.336 -0.93 2.42 0.80
O -5.435 -4.131 -5.930 2.18 -1.17 2.49
O -5.187 -4.957 -3.484 -1.81 -0.91 -2.31
H -4.609 -4.870 -1.478 -0.15 -0.59 -0.26
H -3.501 -5.743 -2.726 -0.06 -0.33 0.82
H -2.540 -3.538 -2.393 0.29 0.12 -0.89
H -4.082 -2.727 -2.479 -0.13 -0.13 -0.10
C 6.979 -5.794 -0.914 0.45 -1.21 0.20
C 6.286 -4.955 -1.992 0.68 1.13 0.96
O 5.139 -4.383 -1.342 -0.63 0.35 0.97
S 5.361 -4.209 0.291 -1.26 -0.12 -0.43
O 4.050 -4.419 0.964 3.97 0.06 -1.83
O 6.093 -2.979 0.543 -0.92 -2.14 -0.34
O 6.335 -5.543 0.312 -1.92 1.63 1.88
H 8.024 -5.544 -0.731 0.04 0.16 -0.61
H 6.914 -6.877 -1.023 -0.08 0.05 -0.36
H 5.957 -5.419 -2.921 0.10 -0.17 0.33
H 7.009 -4.155 -2.153 -0.31 0.22 -0.74
C -0.726 -1.954 -5.327 -0.57 0.39 0.35
C -0.232 -0.810 -4.461 1.09 1.02 -1.11
C -0.153 -1.267 -3.014 -0.98 -0.43 -1.26
O -0.575 -2.680 -3.055 0.41 0.59 0.34
C -0.585 -3.144 -4.396 0.34 -0.03 -1.18
H -0.118 -2.167 -6.206 -0.13 0.45 -0.11
H -1.736 -1.672 -5.624 -0.19 -0.78 -0.10
H -0.798 0.111 -4.598 -0.24 -0.11 0.11
H 0.757 -0.568 -4.855 0.29 0.22 0.36
H -0.880 -0.728 -2.408 0.22 -0.14 0.25
H 0.874 -1.045 -2.724 0.01 -0.82 0.83
H -1.358 -3.860 -4.675 -0.09 -0.11 1.00
H 0.362 -3.611 -4.671 0.31 -0.18 0.43
```
Positions in Å, forces in eV/Å.

Relative energy (zero: lowest compared OMol25 entry of this formula, charge and spin)   0.0 kJ/mol
Gap between HOMO and LUMO   9.41 eV
Net charge   +1
Highest occupied orbital energy   -11.2 eV

Atom charges from the Löwdin analysis, given in e for atoms 1 to 99:
1 C -0.025
2 C -0.172
3 N -0.013
4 C -0.004
5 C -0.014
6 N -0.047
7 C 0.077
8 C -0.008
9 H 0.060
10 H 0.059
11 H 0.048
12 H 0.114
13 H 0.122
14 H 0.082
15 H 0.118
16 H 0.142
17 H 0.085
18 H 0.078
19 H 0.080
20 C -0.739
21 O 0.026
22 N 0.174
23 N 0.193
24 H 0.120
25 H 0.116
26 H 0.114
27 H 0.067
28 C -0.673
29 O -0.025
30 N 0.192
31 N 0.182
32 H 0.116
33 H 0.137
34 H 0.105
35 H 0.080
36 C -0.785
37 O 0.005
38 N 0.191
39 N 0.198
40 H 0.129
41 H 0.059
42 H 0.079
43 H 0.061
44 C -0.849
45 O 0.014
46 N 0.193
47 N 0.173
48 H 0.145
49 H 0.130
50 H 0.114
51 H 0.113
52 C -0.771
53 O 0.017
54 N 0.183
55 N 0.211
56 H 0.110
57 H 0.124
58 H 0.113
59 H 0.141
60 C -0.785
61 O 0.050
62 N 0.176
63 N 0.181
64 H 0.055
65 H 0.046
66 H 0.063
67 H 0.122
68 C -0.768
69 O 0.039
70 N 0.191
71 N 0.154
72 H 0.072
73 H 0.115
74 H 0.099
75 H 0.110
76 C -0.658
77 O -0.071
78 N 0.207
79 N 0.193
80 H 0.124
81 H 0.063
82 H 0.066
83 H 0.117
84 C -0.203
85 C -0.165
86 O -0.202
87 S 0.804
88 O -0.273
89 O -0.235
90 O -0.248
91 H 0.119
92 H 0.125
93 H 0.132
94 H 0.138
95 C -0.207
96 C -0.209
97 O -0.204
98 S 0.750
99 O -0.229